The following is a DFT calculation (ωB97M-V/def2-TZVPD) of a structure of composition C21H20Br2IIrN4O2 in a non-equilibrium geometry.

Atoms and positions in Å:
1 Ir -0.1190 0.3362 -0.6322
2 Br 4.2644 0.2041 2.2997
3 C 2.4724 0.3181 2.8906
4 C 2.1714 0.5405 4.2098
5 C 0.8330 0.6263 4.5904
6 Br 0.4559 0.8848 6.4342
7 C -0.2281 0.5397 3.6604
8 C -1.5839 0.6336 3.9957
9 C -2.5390 0.5271 2.9692
10 C -2.1378 0.3481 1.6771
11 N -0.8296 0.2640 1.3133
12 C 0.1161 0.3439 2.2977
13 C 1.4692 0.2051 1.8853
14 O 1.7898 -0.0169 0.6557
15 H 2.9561 0.6354 4.9434
16 H -1.8903 0.7711 5.0195
17 H -3.5916 0.5810 3.2055
18 H -2.8549 0.2576 0.8715
19 C 0.5595 3.9078 1.3830
20 O -0.1192 2.9151 0.6239
21 C 0.4551 2.2766 -0.3914
22 C 1.7767 2.7887 -0.8760
23 H 1.4479 3.4920 1.8640
24 H -0.1465 4.2354 2.1456
25 H 0.8467 4.7569 0.7570
26 H 1.6497 3.7881 -1.3029
27 H 2.1906 2.1292 -1.6310
28 H 2.4960 2.8722 -0.0578
29 C 0.8553 -3.0872 -0.2014
30 C -0.5000 -2.8506 -0.7491
31 N -1.0382 -1.6783 -1.0100
32 C -2.2844 -1.9171 -1.5109
33 C -2.5076 -3.2571 -1.5457
34 N -1.3696 -3.8379 -1.0588
35 H 1.3434 -2.1288 -0.0206
36 H 1.4582 -3.6726 -0.8979
37 H 0.7919 -3.6293 0.7420
38 H -2.9242 -1.1198 -1.8284
39 H -3.3661 -3.8196 -1.8398
40 H -1.1960 -4.8274 -0.9816
41 I 1.0398 -3.5072 -4.6082
42 C 0.3463 -1.5588 -4.1282
43 C -0.6144 -0.9474 -4.9305
44 C -0.9775 0.3592 -4.5817
45 C -0.4765 0.9165 -3.4342
46 N 0.4065 0.2839 -2.6157
47 C 0.8720 -0.9229 -3.0339
48 H -1.0387 -1.4450 -5.7850
49 H -1.6503 0.9237 -5.2089
50 H -0.7455 1.9200 -3.1308
51 H 1.6652 -1.3581 -2.4418

Computed properties:
- Relative energy (zero: lowest compared OMol25 entry of this formula, charge and spin): 23.2 kJ/mol
- DFT total energy: -183179.69638 eV
- Frontier orbital gap (spin up / spin down): 0.194 / 0.197 Ha
- HOMO level (spin up / spin down): -5.4 / -5.5 eV
- Maximum force: 3.12 eV/Å
- E_LUMO (spin up / spin down): -0.085 / -0.089 eV

Results of the Mulliken charge analysis, in e, for atoms 1 through 5: 0.83 -0.18 -0.05 -0.45 0.17